The following is a DFT calculation (ωB97M-V/def2-TZVPD) of 6 unconnected molecules or ions with the total composition C25H42BN5O at a distorted geometry.

Output
* ΔE to the lowest compared entry with this formula, charge and spin: 47.88 kJ/mol
* HOMO level: -7.1 eV
* DFT total energy: -36759.480 eV
* Kohn-Sham gap: 0.108 Ha

```
! RIJCOSX wB97M-V def2-TZVPD def2/J DEFGRID3
* xyz 0 1
C -28.58 -13.63 30.05
C -27.67 -12.33 30.14
C -28.39 -11.08 29.80
C -27.74 -9.75 30.25
C -27.60 -9.68 31.68
C -27.00 -10.89 32.39
N -27.33 -12.17 31.67
O -27.24 -13.30 32.31
C -27.38 -10.86 33.86
C -25.46 -10.74 32.21
C -26.41 -12.61 29.34
H -29.48 -13.33 30.67
H -27.99 -14.38 30.33
H -28.91 -13.86 28.95
H -29.45 -11.20 30.33
H -28.66 -11.26 28.89
H -28.26 -8.85 30.01
H -26.63 -9.50 29.96
H -28.56 -9.71 31.90
H -27.29 -8.62 32.11
H -26.79 -11.31 34.82
H -28.44 -11.23 34.06
H -27.32 -9.67 34.18
H -25.06 -10.48 31.11
H -24.86 -11.73 32.41
H -25.03 -9.92 32.87
H -25.66 -11.86 29.42
H -26.50 -12.84 28.19
H -25.62 -13.26 29.65
B -31.96 -11.90 31.91
H -30.92 -12.12 32.43
H -31.89 -10.90 31.34
H -32.24 -12.70 31.13
H -32.85 -11.74 32.69
N -35.99 -12.54 28.50
C -34.65 -12.32 28.34
C -34.58 -11.26 27.05
C -36.05 -11.07 26.68
C -36.85 -11.82 27.75
H -36.38 -13.13 29.25
H -33.64 -12.81 28.58
H -33.79 -10.74 26.61
H -36.24 -10.64 25.92
H -37.77 -11.83 27.64
N -34.48 -9.24 31.78
C -35.30 -9.24 30.73
C -36.06 -7.89 30.57
C -35.39 -7.04 31.57
C -34.36 -7.96 32.30
H -33.94 -9.91 31.98
H -35.41 -10.20 30.20
H -36.83 -7.73 29.76
H -35.74 -6.20 31.76
H -33.70 -7.75 33.17
N -32.25 -14.90 33.77
C -33.32 -15.56 33.10
C -33.59 -16.76 33.87
C -32.61 -16.91 35.03
C -31.76 -15.56 34.84
H -31.84 -14.09 33.53
H -33.90 -15.10 32.40
H -34.34 -17.45 33.65
H -32.44 -17.53 35.81
H -30.83 -15.06 35.30
N -32.76 -7.96 29.60
C -32.67 -6.53 29.54
C -31.55 -6.23 28.71
C -31.08 -7.57 28.03
C -31.79 -8.68 28.82
H -33.71 -8.14 30.05
H -33.12 -5.88 30.34
H -31.18 -5.24 28.57
H -30.26 -7.56 27.35
H -31.68 -9.72 28.72
*
```

The net atomic charges from Mulliken, expressed in e, are: -1.47, 1.10, -1.28, -0.79, -1.53, 1.48, 0.96, -0.33, -1.40, -1.51, -1.52, 0.29, 0.59, 0.34, -0.04, 0.93, 0.50, 0.31, 0.81, 0.36, 0.30, 0.29, 0.33, 0.26, 0.35, 0.37, 0.38, 0.31, 0.46, 1.12, -0.56, -0.53, -0.39, -0.28, -0.03, -0.57, -0.28, -0.80, -0.81, 0.26, 0.31, 0.51, 0.75, 0.63, 0.10, -0.35, -0.21, -1.07, -0.40, 0.14, 0.20, 0.35, 0.73, 0.32, 0.12, -0.65, -0.45, -0.78, -0.17, 0.24, 0.51, 0.42, 0.46, 0.25, 0.18, -0.28, -0.57, -0.85, -0.52, 0.34, 0.27, 0.44, 0.42, 0.62


The following is a DFT calculation (ωB97M-V/def2-TZVPD) of a single C4H4ClN molecule at a distorted geometry.

Output
* ΔE to the lowest compared entry with this formula, charge and spin: 68.25 kJ/mol
* SMILES string: C/C=C(\Cl)C#N
* HOMO level: -10.1 eV
* DFT total energy: -18224.432 eV
* Kohn-Sham gap: 0.387 Ha

```
! RIJCOSX wB97M-V def2-TZVPD def2/J DEFGRID3
* xyz 0 1
C 1.25 0.88 -0.29
C -0.15 0.35 -0.25
C -0.55 -0.77 0.35
Cl 0.50 -1.85 1.22
C -1.93 -1.18 0.34
N -3.05 -1.49 0.31
H 1.58 0.99 -1.32
H 1.97 0.25 0.25
H 1.31 1.89 0.16
H -0.93 0.92 -0.77
*
```

The net atomic charges from Mulliken, expressed in e, are: -1.08, -0.07, 0.40, -0.18, 0.08, -0.37, 0.29, 0.30, 0.29, 0.33


The following is a DFT calculation (ωB97M-V/def2-TZVPD) of a gas-phase ion, C4H6N (charge +1) at a distorted geometry.

Output
* ΔE to the lowest compared entry with this formula, charge and spin: 412.82 kJ/mol
* SMILES string: C=[N+]1C=C1C
* HOMO level (spin up / spin down): -14.1 / -13.9 eV
* DFT total energy: -5722.522 eV
* Kohn-Sham gap (spin up / spin down): 0.299 / 0.296 Ha

```
! RIJCOSX wB97M-V def2-TZVPD def2/J DEFGRID3
* xyz 1 1
C 1.65 -0.96 0.01
N 0.90 0.06 0.01
C 0.85 1.47 0.03
C -0.46 0.43 -0.01
C -1.79 -0.05 0.02
H 1.21 -1.94 0.02
H 2.72 -0.85 0.01
H 1.36 2.36 -0.24
H -1.81 -1.10 -0.29
H -2.45 0.56 -0.60
H -2.18 0.01 1.04
*
```

The net atomic charges from Mulliken, expressed in e, are: -0.10, -0.01, -0.23, 0.33, -0.81, 0.22, 0.27, 0.37, 0.32, 0.31, 0.32